Entry 1:
Molecular formula: C49H42BO8P
Method: DFT, ωB97M-V/def2-TZVPD

Positions of all 101 atoms, in Å:
P 0.39150 6.06618 -0.87376
O -0.15161 1.35155 -4.77834
O -3.28437 -1.50242 -1.48860
O 3.40702 -4.77321 3.11311
O -0.00190 6.33152 -3.63426
O -4.48900 -3.73078 5.78564
O 1.59562 7.86820 -2.71380
O -2.61535 0.23727 2.70738
O 1.07999 -4.99010 -1.70300
C -2.98357 -1.93085 5.57193
C -4.58168 -1.42841 1.61111
C -6.00594 -3.34030 1.90914
C -2.51323 3.41456 -2.02687
C 0.56731 6.36846 -4.95268
C -2.47890 -2.11121 6.85290
C -0.84793 -0.78279 -4.05817
C -3.35166 2.68599 -1.19170
C -1.47322 -1.28523 7.32139
C 5.39250 4.48529 -0.15343
C -5.51527 -3.51810 3.19083
C -2.48389 -0.90781 4.76421
C 1.43775 -2.86421 2.52591
C -4.07720 -1.60633 2.89247
C -5.54390 -2.29228 1.12131
C -2.57263 -0.84659 -2.22333
C 1.82089 -3.85273 1.62999
C 0.28626 -2.95965 -0.00462
C 2.90770 -7.03291 -1.05633
C -0.96686 -0.27279 6.51323
C 2.58995 -5.99910 -0.18604
C 1.59709 -4.97186 -0.60715
C -4.55353 -2.65114 3.69003
C 0.04396 -2.82076 -4.95983
C -0.09039 -1.97578 0.89069
C 4.08646 5.25098 1.89514
C -1.47360 -0.08140 5.24042
C -0.84866 0.70583 -4.02307
C 3.20396 -5.92776 1.06666
C 3.83686 -7.98706 -0.68309
C -4.04908 -2.85072 5.07721
C 3.20828 5.67440 -0.47018
C -1.65955 -1.52148 -3.19330
C -1.61579 -2.90974 -3.22351
C -0.00576 -1.43803 -4.94690
C 1.92621 6.30532 0.11437
C -1.70646 2.76345 -2.94177
C 2.85950 -4.84308 2.03351
C 3.98758 4.73536 0.45386
C 4.45779 -7.90935 0.55897
C -2.55992 0.64239 -2.17680
C 4.14260 -6.88314 1.43167
C -3.02428 -0.67848 3.39207
C -0.76130 -3.55700 -4.09870
C -3.37609 1.30488 -1.26964
C 0.48331 -1.93239 2.15700
C -1.72601 1.37861 -3.02387
C 0.44218 5.01320 -5.58797
C 1.23619 -3.90409 0.36386
B 0.73706 6.79528 -2.59948
H -0.17673 0.36874 6.88009
H 0.18240 -1.16827 2.85702
H -2.48386 4.49461 -1.96270
H 3.71715 4.50708 2.58947
H -0.15488 -3.00594 -0.99119
H 2.91914 5.08779 -1.33475
H -4.20645 -0.62205 1.00071
H -2.87810 -2.90159 7.47252
H 1.70553 5.89243 1.08407
H 4.61735 -6.81614 2.40022
H 2.06789 7.37074 0.21342
H 6.16155 4.99374 0.40854
H -1.08034 -1.42883 8.31894
H -6.75221 -4.02032 1.52075
H 1.88965 -2.83354 3.50741
H 0.71711 -3.32867 -5.63723
H 5.10850 5.44830 2.18312
H -1.05236 3.32614 -3.59196
H -0.70565 -4.63660 -4.09637
H -5.92771 -2.15343 0.11984
H 1.60933 6.66185 -4.92767
H 0.03597 7.10129 -5.54823
H -5.87265 -4.32756 3.81138
H -2.23966 -3.47467 -2.54543
H -4.02681 0.73335 -0.62447
H -3.98248 3.19641 -0.47665
H 5.18792 -8.65398 0.84626
H 0.69421 5.08053 -6.63864
H 0.61771 -0.85681 -5.61140
H 2.53270 7.57955 -2.72523
H 0.36698 4.67457 -1.03995
H 5.44266 4.86790 -1.16459
H 2.42266 -7.08237 -2.02091
H -0.83460 -1.24215 0.60633
H 1.11265 4.29688 -5.12770
H 3.87196 6.44211 -0.84910
H 4.08078 -8.79436 -1.36052
H 5.61674 3.42760 -0.19172
H 3.52344 6.15808 2.06404
H -1.09220 0.70791 4.60741
H -0.57085 4.64967 -5.49625
H 3.49860 3.77234 0.44528

Frontier orbital gap   7.3 eV
M   800.653 g mol⁻¹
Charge   0
ΔE to the lowest compared entry with this formula, charge and spin   0.0 kJ/mol
SMILES   O=C1c2ccccc2C(=O)c2ccccc21.O=C1c2ccccc2C(=O)c2ccccc21.O=C1c2ccccc2C(=O)c2ccccc21.CCOB(O)PCCC(C)C

Löwdin population analysis, charges in e, atoms 1 to 4:
1 P 0.9765
2 O 0.1021
3 O 0.0927
4 O 0.1068

Entry 2:
Molecular formula: C49H42F6HfN5O12S2Si
Method: DFT, ωB97M-V/def2-TZVPD

Positions of all 118 atoms, in Å:
Hf 14.41921 13.74431 11.58181
S 12.32833 16.61359 10.99071
S 11.99589 14.53149 9.23720
Si 12.72699 12.12425 14.20492
F 11.21991 17.81501 12.96058
F 10.76234 15.73475 12.84269
F 10.33071 13.66850 11.03286
F 9.27318 14.39656 9.30950
F 9.76033 17.06242 11.49623
F 10.29148 12.55464 9.20240
O 16.40106 12.78129 11.95574
O 12.08489 14.39047 7.86452
O 15.01031 11.88769 10.58580
O 15.67769 14.10634 14.42608
O 12.98528 13.76699 10.01194
O 12.93068 17.89349 10.83000
O 13.12075 15.63442 11.77332
O 19.43885 17.67097 10.23835
O 18.32697 14.90364 11.31568
O 14.91221 19.63171 12.53462
O 15.24891 9.46816 9.86518
O 13.56919 12.89159 12.98766
N 15.48503 14.87388 13.49879
N 15.74654 17.29706 11.61223
N 15.80017 15.22061 10.50041
N 16.73038 17.10811 9.53087
N 11.86025 16.03483 9.64210
C 14.58172 18.80418 14.68649
C 18.11119 21.05919 9.70712
C 12.78808 7.51094 14.47104
C 15.74134 20.76277 12.74972
C 14.60494 17.74340 15.64013
C 18.97039 19.99521 9.91650
C 18.30700 10.66221 11.66124
C 8.09094 12.47917 13.50385
C 13.47157 8.09384 13.39082
C 18.95008 13.62891 9.25358
C 18.07958 14.33253 10.10323
C 20.45976 17.60185 9.25859
C 12.91104 13.93498 16.48136
C 14.96745 12.42547 17.61001
C 17.18965 13.24445 7.61982
C 13.03204 10.29745 14.28742
C 16.29592 19.50110 9.48274
C 8.77022 13.52992 14.08832
C 10.35034 13.74346 9.71609
C 19.58002 14.84892 11.97286
C 16.27717 13.98754 8.49666
C 16.75649 14.49822 9.68080
C 10.12287 13.43376 14.33700
C 12.23118 8.32309 15.43424
C 14.93387 16.47707 15.20329
C 17.09113 8.26417 10.68079
C 16.11454 16.45987 10.57666
C 16.76046 20.80387 9.51182
C 16.47939 9.47103 10.44168
C 14.95766 18.59944 13.42249
C 18.49134 13.10901 8.03365
C 13.31096 12.79129 15.86508
C 18.58116 18.70310 9.92526
C 10.90228 16.83800 12.13119
C 12.30948 9.69214 15.27797
C 15.30170 17.29599 12.94861
C 10.15841 11.22858 13.34837
C 14.36027 11.99195 16.43595
C 17.04565 10.64804 11.00202
C 16.16170 11.81552 11.17332
C 10.86838 12.30513 13.93631
C 18.27825 8.28214 11.39605
C 8.78273 11.29277 13.14883
C 15.27276 16.23399 13.87285
C 13.61150 9.47264 13.30190
C 13.48432 14.30633 17.65816
C 17.21349 18.46166 9.68205
C 18.90180 9.46990 11.84369
C 14.51772 13.59666 18.26712
H 20.99840 18.56720 9.18445
H 6.99890 12.59822 13.34757
H 16.51234 16.72468 8.63164
H 13.95739 9.88221 12.39902
H 16.80266 20.36794 12.84786
H 16.12438 21.60990 9.31411
H 13.10813 15.21739 18.18634
H 14.87425 15.65568 15.85858
H 15.27687 19.29839 9.24954
H 10.72154 10.33903 12.93022
H 11.76804 7.91918 16.31505
H 20.07790 13.91182 11.76639
H 12.76440 6.44713 14.59180
H 14.64523 11.02331 16.00548
H 15.22780 13.99428 8.24322
H 15.39031 21.31683 13.59960
H 15.71423 21.39613 11.85042
H 18.76343 7.34458 11.64553
H 15.57131 18.23842 11.30550
H 21.11017 16.78502 9.57886
H 18.53580 22.03669 9.67048
H 20.04318 17.28347 8.28584
H 13.88565 7.51763 12.59802
H 19.88265 9.34029 12.39325
H 8.24340 14.46091 14.33268
H 19.97058 13.49442 9.52452
H 20.21859 15.64778 11.68850
H 14.30731 19.76644 15.13612
H 14.89864 10.38632 9.94010
H 14.89054 13.85846 19.20578
H 16.83674 12.70061 6.75712
H 19.11753 12.36363 7.46806
H 19.30113 14.88625 13.07119
H 10.66790 14.24402 14.78690
H 16.54982 7.36569 10.45917
H 20.02773 20.22142 9.95149
H 18.66515 11.65744 12.05673
H 15.76146 11.86572 18.04300
H 14.23726 17.84802 16.63889
H 8.25414 10.50289 12.63060
H 11.74615 10.30333 16.00200
H 12.15234 14.54297 15.98142

Frontier orbital gap (alpha / beta)   6.8 / 6.8 eV
M   1277.596 g mol⁻¹
Charge   +1

Löwdin population analysis, charges in e, atoms 1 to 4:
1 Hf 1.7218
2 S 0.6629
3 S 0.6518
4 Si 0.5925

Entry 3:
Molecular formula: C49H43BrF4N3P3PdS
Method: DFT, ωB97M-V/def2-TZVPD

Positions of all 105 atoms, in Å:
Pd -0.21891 0.62179 -0.55072
Br 0.64505 2.90721 2.19982
S 2.49064 -4.92777 3.89947
P -0.98963 2.81518 -0.75518
P -0.26295 -1.65101 -0.10703
P 1.58337 -0.09089 1.20312
F -1.67349 5.66360 -1.52642
F -0.56308 7.95414 -0.73937
F 1.66552 5.62773 2.71353
F 1.15371 7.98008 1.40468
N -2.24266 0.66932 -3.44643
N -1.58389 -0.11892 -2.59284
N 1.10403 -1.71800 0.92543
C -0.32304 -3.34416 -0.75041
C -1.05170 -5.62170 -0.63230
C 3.63082 -0.25813 -2.36201
C -0.29766 -5.91725 -1.75637
C -1.06713 -4.33596 -0.12378
C -2.78305 2.91723 -0.46781
C 2.32498 -5.10971 2.08917
C -3.16724 3.00828 0.87287
C -2.50797 -0.50745 3.10486
C 0.41376 -3.63430 -1.89736
C 4.22186 0.99625 -2.40391
C -5.09711 2.91566 -1.10955
C -0.77125 5.62459 -0.54837
C -1.30025 3.80745 -3.46739
C 0.90008 5.64319 1.62890
C 2.52235 -0.04502 3.84438
C -1.67527 -1.43850 1.03790
C -4.03757 -1.42693 1.49806
C -3.20475 0.00639 -4.10882
C 5.02530 -1.03689 3.16004
C 4.10169 -0.77008 2.16587
C 0.27540 3.17774 -5.17550
C 2.38259 -3.77397 1.36198
C 4.70085 -0.81983 4.49039
C -2.14015 -1.31814 -2.71927
C 0.99016 2.43312 -4.24860
C 0.56958 2.38374 -2.93218
C -4.50337 3.07974 1.21186
C 2.80887 -0.60368 -1.30495
C -3.17409 -1.29307 -3.65602
C 2.58514 0.31144 -0.27666
C 2.84036 -0.29161 2.51300
C -2.98499 -1.72940 0.65002
C 3.16641 1.58242 -0.32965
C 3.98878 1.91557 -1.39017
C -3.80207 -0.81814 2.72156
C -0.23627 6.83370 -0.11417
C -0.86449 3.85894 -4.78267
C 0.85855 -5.46301 4.45989
C -1.45403 -0.81094 2.26468
C 1.28371 -2.82671 1.84579
C -0.57264 3.08419 -2.51914
C 0.43447 -4.92507 -2.39050
C -3.75971 2.83540 -1.45446
C 3.45651 -0.31324 4.83172
C -5.46999 3.05271 0.21777
C -0.43837 4.39941 0.02475
C 0.37366 4.44849 1.15585
C 0.63019 6.84670 0.97811
H 0.60146 3.22421 -6.20212
H 3.15094 -5.74225 1.76707
H 0.90967 -5.53940 5.54076
H 3.82790 -0.97592 -3.14274
H 0.10827 -4.73028 4.17842
H -1.66202 -4.09437 0.74599
H 3.21681 -0.12124 5.86644
H 4.87560 1.25454 -3.22143
H -3.49079 2.72231 -2.49203
H -3.18792 -2.19006 -0.30702
H 4.35975 -0.92287 1.12728
H 1.13773 1.79450 -2.20392
H -3.83517 0.47490 -4.83739
H -1.63390 -6.39258 -0.15344
H -2.31040 -0.03080 4.05227
H 2.25734 -3.96561 0.29391
H -0.44222 -0.57399 2.58362
H 0.33992 -3.37446 1.92548
H -2.19920 4.33816 -3.20116
H 5.42578 -1.03369 5.25993
H 4.45905 2.88609 -1.42617
H 0.94627 -2.83993 -2.40445
H 3.00336 2.28099 0.47931
H -5.05157 -1.65971 1.20546
H 6.00308 -1.40917 2.89300
H -6.51386 3.12958 0.47517
H -1.43005 4.43608 -5.50011
H 1.38727 -5.62245 1.88721
H 2.38551 -1.59671 -1.23472
H -1.96419 1.63496 -3.56491
H 1.86716 1.88270 -4.55289
H -4.78928 3.16240 2.24930
H 0.62596 -6.43492 4.03685
H -0.29127 -6.92054 -2.14998
H 1.54145 -2.45381 2.84059
H 1.55747 0.36993 4.10504
H -2.40998 3.02420 1.64703
H -3.80104 -2.10746 -3.95332
H -1.78119 -2.17441 -2.18381
H 1.01472 -5.15663 -3.26947
H 3.35407 -3.30456 1.51492
H -5.84613 2.87608 -1.88509
H -4.62603 -0.58575 3.37568

Frontier orbital gap (alpha / beta)   4.8 / 4.8 eV
M   1061.209 g mol⁻¹
Charge   +2
ΔE to the lowest compared entry with this formula, charge and spin   316.7 kJ/mol

Löwdin population analysis, charges in e, atoms 1 to 4:
1 Pd 0.4740
2 Br 0.8546
3 S 0.8174
4 P 1.0256